1.
Computed, not measured: a 2-piece molecular cluster, C9H25ClN2O3P2 overall in a non-equilibrium geometry, with ωB97M-V with the def2-TZVPD basis set.

Each line ends with the Mulliken charge.
Cartesian coordinates (Å):
C (-0.431331, -0.161468, 2.921948)  -0.82
C (-1.893874, 0.159075, 2.582034)  -0.62
P (-2.136940, 1.215883, 1.095975)  -0.11
C (-0.706412, 2.350215, 1.011118)  -0.19
C (-1.143683, 3.675700, 0.385560)  -1.29
P (-1.830122, -0.251347, -0.470881)  0.62
N (-3.334741, -0.615357, -1.029794)  -0.53
Cl (-0.782146, 0.623314, -1.964624)  -0.20
O (-1.159387, -1.607420, -0.036558)  -0.32
C (-0.444580, -2.513016, -0.937550)  -0.55
C (0.876314, -2.943065, -0.309866)  -0.66
N (2.031203, -2.397588, -1.024312)  -0.41
C (2.293978, -1.019043, -0.578122)  0.01
C (3.258377, -0.254877, -1.498643)  0.21
C (3.075480, -0.612002, -2.974888)  -1.18
O (3.097880, 1.143309, -1.290525)  -0.56
H (0.015432, 0.637477, 3.512674)  0.38
H (-0.360091, -1.079674, 3.504787)  0.35
H (0.180736, -0.279060, 2.026508)  0.01
H (-2.412728, 0.657020, 3.399413)  0.52
H (-2.372852, -0.792803, 2.337964)  0.38
H (-0.423499, 2.538431, 2.048141)  0.30
H (0.176192, 1.919641, 0.531445)  0.35
H (-2.010469, 4.056132, 0.939916)  0.36
H (-0.330427, 4.396241, 0.486965)  0.40
H (-1.376012, 3.575116, -0.675955)  0.29
H (-3.329142, -1.163567, -1.885810)  0.31
H (-3.875404, 0.235870, -1.166091)  0.35
H (-1.084929, -3.386780, -1.053677)  0.30
H (-0.298897, -2.074248, -1.923115)  0.44
H (0.929759, -4.027527, -0.239538)  0.45
H (0.864502, -2.582079, 0.729751)  0.31
H (2.827935, -2.928284, -0.685153)  0.30
H (1.357106, -0.460430, -0.514448)  -0.41
H (2.724154, -1.027704, 0.431201)  0.33
H (4.272099, -0.506057, -1.184578)  0.37
H (3.764132, -1.393234, -3.292700)  0.33
H (2.067105, -0.971986, -3.180801)  0.19
H (3.266719, 0.284483, -3.562508)  0.40
H (2.154794, 1.350514, -1.334278)  0.32
O (-3.664063, 3.556547, 2.595607)  -0.96
H (-3.832166, 2.673649, 2.273407)  0.22

Cartesian forces (eV/Å) of the 3 atoms listed first:
0.0 0.3 0.2
0.7 -0.7 -0.5
-1.2 1.1 0.6

As for the highest occupied orbital energy: -0.21509 hartree. For the energy above the lowest of the compared OMol25 structures with the same formula, charge and spin, the calculation gives 0.000 eV. The LUMO energy is -0.0096 Ha. Its strongest force on any atom is 1.74 eV/Å. As for the spin multiplicity: 1.

2.
Computed, not measured: a 2-piece molecular cluster, C9H25NO6P3S2 overall in a non-equilibrium geometry, with ωB97M-V with the def2-TZVPD basis set.

Each line ends with the Mulliken charge.
Cartesian coordinates (Å):
C (8.086289, -0.005687, 1.089231)  -0.75
O (6.825429, -0.497773, 0.650231)  -0.36
C (5.774198, 0.408981, 0.797691)  -0.90
C (4.477758, -0.292909, 0.409536)  -0.42
C (3.394624, 0.759401, 0.076769)  -0.70
P (1.838975, 0.456672, 0.937216)  0.52
S (1.977994, 1.172880, 2.871762)  -0.21
C (1.320997, -1.327814, 0.982452)  -0.60
N (0.632667, -1.734453, 2.176502)  -0.56
P (0.344402, 1.639453, -0.147381)  -0.17
P (-1.221545, 1.800376, 1.393848)  1.00
O (-1.125043, 0.688654, 2.343284)  -0.60
O (-1.104957, 3.246220, 2.014486)  -0.46
O (-2.591256, 1.859922, 0.629681)  -0.51
H (8.433492, -0.596248, 1.933781)  0.26
H (8.799609, -0.065660, 0.271730)  0.26
H (8.023097, 1.036231, 1.405594)  0.36
H (5.683596, 0.753717, 1.835515)  0.40
H (5.929454, 1.282275, 0.151008)  0.39
H (4.160073, -0.887842, 1.266191)  0.31
H (4.650102, -0.946538, -0.439644)  0.35
H (3.725383, 1.746006, 0.407676)  0.48
H (3.210194, 0.841376, -0.993143)  0.49
H (2.588896, 2.319630, 2.541373)  0.20
H (0.637043, -1.416474, 0.140949)  0.39
H (2.193241, -1.952124, 0.795710)  0.41
H (1.097847, -1.468912, 3.032568)  0.28
H (-0.320024, -1.394458, 2.196985)  0.29
H (-0.263476, 0.680528, -0.977273)  0.11
H (-0.185177, 3.452360, 2.205155)  0.36
H (-2.886077, 0.940929, 0.498302)  0.35
C (-6.522514, -0.022052, -1.716398)  -0.50
C (-5.984219, -0.059612, -3.153803)  -0.63
C (-4.613180, -0.748498, -3.112621)  -0.60
S (-4.665368, -1.871906, -1.707195)  1.07
O (-3.706889, -1.421522, -0.716731)  -0.59
O (-4.650126, -3.232959, -2.163558)  -0.67
C (-6.305550, -1.423468, -1.152783)  -0.71
H (-7.573159, 0.258724, -1.684087)  0.34
H (-5.962951, 0.708170, -1.127226)  0.23
H (-6.665234, -0.634203, -3.782880)  0.31
H (-5.906162, 0.937487, -3.582867)  0.33
H (-4.406204, -1.329966, -4.006936)  0.35
H (-3.806286, -0.039662, -2.936582)  0.32
H (-6.340462, -1.477207, -0.067437)  0.39
H (-6.999504, -2.142041, -1.586682)  0.36

Cartesian forces (eV/Å) of the 3 atoms listed first:
0.0 0.1 0.1
-0.1 -0.1 0.1
0.0 -0.1 -0.2

Its net charge is +1. As for the highest occupied orbital energy: -0.46272 hartree. The LUMO energy is -0.1244 Ha. Its strongest force on any atom is 1.31 eV/Å. As for the spin multiplicity: 1.